[1]
Molecular formula: C7H18N2
Method: DFT, wB97M-V/def2-TZVPD

Computed properties:
Kohn-Sham gap = 9.14 eV
ΔE to the lowest compared entry with this formula, charge and spin = 141.7 kJ/mol
HOMO level = -8.10 eV

```
! RIJCOSX wB97M-V def2-TZVPD def2/J DEFGRID3
* xyz 0 1
C 1.422 -1.193 -1.014
C 0.651 -0.325 -2.008
C 0.654 -1.389 0.284
N 1.635 -2.512 -1.618
N -0.601 -1.983 0.095
C 1.306 -1.425 1.464
H 2.374 -0.691 -0.770
H 2.116 -2.425 -2.507
H 2.188 -3.101 -1.003
H -0.984 -2.412 0.926
H -0.625 -2.600 -0.706
H 0.523 0.677 -1.610
H 1.216 -0.223 -2.934
H -0.317 -0.768 -2.227
H 2.306 -1.040 1.562
H 0.804 -1.713 2.375
C -1.057 2.608 0.605
C -0.273 1.205 1.034
C -2.539 2.544 0.928
H -0.578 3.422 1.144
H -0.899 2.767 -0.464
H -3.058 3.443 0.588
H -0.881 0.545 0.423
H -0.472 1.066 2.097
H 0.786 1.418 0.910
H -3.006 1.681 0.433
H -2.691 2.422 1.994
*
```

***

[2]
Molecular formula: C19H20FN2O
Method: DFT, wB97M-V/def2-TZVPD

Computed properties:
Kohn-Sham gap = 5.02 eV
ΔE to the lowest compared entry with this formula, charge and spin = 0.0 kJ/mol
HOMO level = -11.13 eV

```
! RIJCOSX wB97M-V def2-TZVPD def2/J DEFGRID3
* xyz 1 1
C 1.312 -1.565 3.430
C 0.055 -0.992 2.915
N -0.345 -1.121 1.696
C -1.582 -0.478 1.512
C -1.985 0.146 2.857
N -0.856 -0.243 3.702
C -0.709 0.087 5.055
C -1.760 0.889 5.739
O 0.261 -0.266 5.694
H 1.450 -1.333 4.488
H 1.305 -2.649 3.314
H 2.163 -1.168 2.877
H -1.481 0.285 0.728
H -2.323 -1.214 1.167
H -2.060 1.238 2.809
H -2.916 -0.270 3.256
H -2.577 1.162 5.073
H -2.171 0.322 6.573
H -1.323 1.803 6.139
F 0.272 -2.973 -5.545
C -0.362 -2.375 -4.503
C -1.541 -2.903 -4.001
C -2.185 -2.292 -2.943
C -1.654 -1.162 -2.372
C -0.446 -0.598 -2.839
C 0.047 0.552 -2.169
C 1.215 1.343 -2.323
C 1.392 2.428 -1.436
C 2.498 3.239 -1.503
C 3.470 3.006 -2.457
C 3.331 1.956 -3.345
C 2.230 1.138 -3.281
C 0.166 -1.241 -3.933
H -1.940 -3.791 -4.453
H -3.105 -2.706 -2.564
H -2.167 -0.694 -1.551
H -0.588 0.883 -1.366
H 0.641 2.615 -0.689
H 2.609 4.055 -0.806
H 4.337 3.643 -2.505
H 4.096 1.780 -4.086
H 2.169 0.331 -3.977
H 1.060 -0.866 -4.376
*
```

***

[3]
Molecular formula: C6H16N2
Method: DFT, wB97M-V/def2-TZVPD

Computed properties:
Kohn-Sham gap = 9.05 eV
ΔE to the lowest compared entry with this formula, charge and spin = 177.4 kJ/mol
HOMO level = -7.99 eV

```
! RIJCOSX wB97M-V def2-TZVPD def2/J DEFGRID3
* xyz 0 1
C 1.027 0.066 0.385
C -0.191 -0.060 -0.448
C -1.521 0.059 0.749
C -0.450 1.006 -1.495
C 2.184 -0.283 -1.045
C -2.567 -1.024 0.551
N 1.217 1.335 0.969
N 1.290 -0.950 1.328
H -0.291 -1.068 -0.846
H 2.068 1.381 1.513
H 1.166 2.093 0.303
H 0.968 -0.730 2.260
H 0.959 -1.859 1.037
H -1.233 0.079 1.802
H -1.967 1.042 0.586
H -1.199 0.649 -2.198
H 0.437 1.302 -2.053
H -0.829 1.917 -1.033
H 2.556 0.686 -1.372
H 3.002 -0.837 -0.588
H 1.866 -0.865 -1.907
H -2.902 -1.046 -0.489
H -2.152 -2.005 0.794
H -3.438 -0.889 1.198
*
```

***

[4]
Molecular formula: C2H8NS2
Method: DFT, wB97M-V/def2-TZVPD

Computed properties:
Kohn-Sham gap = 5.88 eV
ΔE to the lowest compared entry with this formula, charge and spin = 38.9 kJ/mol
HOMO level = -2.87 eV

```
! RIJCOSX wB97M-V def2-TZVPD def2/J DEFGRID3
* xyz -1 1
C 0.087 -0.024 0.096
C -0.241 1.238 0.877
S 1.373 2.051 1.122
N -1.115 -0.827 -0.084
H 0.574 0.248 -0.877
H 0.848 -0.621 0.632
H -0.946 1.941 0.403
H -0.680 0.939 1.848
H 1.057 2.892 2.134
H -1.681 -0.486 -0.891
H -0.790 -1.737 -0.426
S 0.707 -2.362 -1.909
H 0.807 -3.251 -2.924
*
```

***

[5]
Molecular formula: C47H54AsN7OY
Method: DFT, wB97M-V/def2-TZVPD

Computed properties:
Kohn-Sham gap = 7.16 eV
ΔE to the lowest compared entry with this formula, charge and spin = 0.0 kJ/mol
HOMO level = -9.12 eV

```
! RIJCOSX wB97M-V def2-TZVPD def2/J DEFGRID3
* xyz 1 1
Y -0.606 -0.151 0.258
C 0.582 -3.091 0.883
C 1.024 -2.795 -0.558
C -0.155 -2.861 -1.538
N -0.947 -1.635 -1.453
C -1.994 -1.443 -2.254
C -2.537 -2.484 -3.029
C -3.617 -2.552 -3.901
C -4.434 -1.558 -4.390
C -4.301 -0.207 -4.089
C -3.472 0.436 -3.197
C -2.540 -0.039 -2.236
N -1.994 0.781 -1.349
C -2.333 2.200 -1.375
C -1.574 3.013 -0.325
C -1.835 2.643 1.148
N -0.909 1.615 1.617
C -0.215 1.686 2.742
C -0.155 2.853 3.538
C 0.235 3.071 4.846
C 0.700 2.184 5.801
C 1.012 0.858 5.557
C 1.017 0.146 4.373
C 0.627 0.472 3.053
N 0.892 -0.301 2.012
C 1.986 -1.265 2.044
C 1.563 -2.735 2.002
H 0.341 -4.157 0.941
H -0.371 -2.593 1.091
H 1.787 -3.517 -0.859
H 1.501 -1.812 -0.641
H -0.751 -3.756 -1.301
H 0.199 -2.990 -2.569
H -2.028 -3.431 -2.903
H -3.818 -3.550 -4.277
H -5.205 -1.841 -5.093
H -4.962 0.459 -4.634
H -3.610 1.506 -3.182
H -3.411 2.346 -1.217
H -2.098 2.622 -2.362
H -1.845 4.061 -0.479
H -0.501 2.947 -0.515
H -2.856 2.242 1.224
H -1.824 3.541 1.765
H -0.523 3.741 3.042
H 0.118 4.098 5.177
H 0.848 2.556 6.805
H 1.346 0.289 6.418
H 1.376 -0.871 4.472
H 2.645 -1.100 2.902
H 2.596 -1.065 1.154
H 1.110 -3.017 2.958
H 2.470 -3.339 1.900
O 1.303 0.617 -0.782
As 2.311 1.477 -1.791
C 1.788 1.241 -3.610
C 0.521 0.696 -3.799
C 0.036 0.518 -5.087
C 0.811 0.886 -6.176
C 2.071 1.436 -5.987
C 2.565 1.616 -4.703
C 2.131 3.316 -1.311
C 2.089 4.324 -2.264
C 1.961 5.646 -1.855
C 1.878 5.948 -0.504
C 1.913 4.936 0.447
C 2.040 3.615 0.047
C 4.091 0.917 -1.383
C 4.349 0.743 -0.024
C 5.619 0.379 0.392
C 6.627 0.185 -0.542
C 6.368 0.351 -1.893
C 5.099 0.719 -2.319
H -0.071 0.393 -2.944
H -0.946 0.089 -5.231
H 0.432 0.744 -7.179
H 2.670 1.727 -6.838
H 3.537 2.073 -4.575
H 2.134 4.090 -3.321
H 1.922 6.437 -2.590
H 1.781 6.978 -0.190
H 1.841 5.172 1.500
H 2.036 2.823 0.789
H 3.557 0.877 0.705
H 5.821 0.243 1.446
H 7.617 -0.102 -0.216
H 7.150 0.189 -2.621
H 4.911 0.823 -3.378
C -4.302 -4.975 1.109
C -3.197 -4.553 0.163
N -2.889 -3.159 0.397
C -2.906 -2.545 1.607
N -2.406 -1.335 1.695
C -2.561 -0.627 2.973
C -3.653 -1.187 3.862
C -3.450 -2.679 3.976
N -3.465 -3.244 2.637
C -3.866 -4.640 2.521
H -4.497 -6.044 1.029
H -5.220 -4.438 0.866
H -3.494 -4.661 -0.880
H -2.311 -5.186 0.320
H -2.553 -2.590 -0.361
H -2.761 0.423 2.762
H -1.612 -0.653 3.523
H -4.638 -0.991 3.430
H -3.618 -0.715 4.844
H -4.255 -3.155 4.540
H -2.507 -2.909 4.490
H -4.683 -4.801 3.226
H -3.042 -5.298 2.830
*
```

***

[6]
Molecular formula: C11H19Br7F6GaO2S
Method: DFT, wB97M-V/def2-TZVPD

Computed properties:
Kohn-Sham gap = 8.29 eV
HOMO level = -6.18 eV

```
! RIJCOSX wB97M-V def2-TZVPD def2/J DEFGRID3
* xyz -1 1
C 0.283 2.689 -3.247
C -0.920 2.630 -2.299
C -1.897 1.474 -2.550
F -1.931 1.169 -3.941
Ga -1.754 -0.223 -1.495
Br -2.342 0.340 0.749
S 0.507 -1.101 -1.462
O 0.526 -2.457 -2.005
O 1.485 -0.150 -1.972
C 1.217 -1.414 0.263
F 2.398 -2.009 0.050
F 1.456 -0.238 0.851
C 0.370 -2.305 1.224
F 1.043 -3.429 1.555
F 0.075 -1.652 2.353
F -0.771 -2.686 0.642
H 0.717 3.695 -3.229
H 1.064 1.985 -2.958
H -0.022 2.468 -4.272
H -0.576 2.579 -1.258
H -1.465 3.580 -2.388
H -2.909 1.828 -2.312
H -2.612 -1.413 -2.020
Br 1.024 3.018 1.374
C 2.871 2.558 1.016
C 3.651 3.715 0.449
Br 3.194 4.080 -1.403
H 2.845 1.708 0.340
H 3.298 2.257 1.970
H 4.715 3.488 0.455
H 3.465 4.634 0.998
Br -4.440 1.259 2.676
C -5.844 1.881 3.877
C -6.544 0.752 4.588
Br -7.750 -0.230 3.418
H -6.535 2.465 3.275
H -5.365 2.526 4.611
H -7.168 1.127 5.396
H -5.837 0.024 4.975
Br 5.877 -5.323 -1.892
C 3.934 -5.217 -1.782
C 3.455 -4.775 -0.429
Br 3.619 -6.168 0.920
H 3.561 -6.201 -2.046
H 3.630 -4.490 -2.532
H 2.398 -4.529 -0.479
H 4.007 -3.921 -0.054
*
```

***

[7]
Molecular formula: C6H12IN2
Method: DFT, wB97M-V/def2-TZVPD

Computed properties:
Kohn-Sham gap (alpha / beta) = 6.12 / 8.35 eV
ΔE to the lowest compared entry with this formula, charge and spin = 340.9 kJ/mol
HOMO level (alpha / beta) = -10.95 / -12.07 eV

```
! RIJCOSX wB97M-V def2-TZVPD def2/J DEFGRID3
* xyz 1 1
C -1.589 0.457 0.972
C -0.903 1.692 0.805
C 0.652 1.373 1.110
C -0.812 -0.687 -0.938
C 1.412 0.660 0.111
C 1.843 -0.776 0.259
N -1.473 -0.597 0.239
N -0.929 -2.139 -1.578
I 1.904 1.770 -1.553
H -2.285 0.434 1.860
H -0.999 2.285 -0.137
H -1.230 2.443 1.423
H 1.117 2.342 1.104
H 0.735 0.952 2.079
H -0.506 -0.072 -1.779
H 1.084 -1.178 0.885
H 2.794 -0.678 0.856
H 2.018 -1.055 -0.845
H -0.717 -2.056 -2.576
H -1.888 -2.465 -1.176
H -0.226 -2.705 -1.123
*
```

***

[8]
Molecular formula: C46H69Cl2KN9O2PS2
Method: DFT, wB97M-V/def2-TZVPD

Computed properties:
Kohn-Sham gap = 3.63 eV
ΔE to the lowest compared entry with this formula, charge and spin = 210.2 kJ/mol
HOMO level = 0.03 eV

```
! RIJCOSX wB97M-V def2-TZVPD def2/J DEFGRID3
* xyz -2 1
K -0.429 1.274 -0.385
C -2.652 -2.813 4.403
N -2.141 -3.212 3.110
C -2.555 -4.511 2.620
C -2.428 -4.386 1.102
N -2.528 -2.966 0.900
C -2.344 -2.429 -0.418
C -2.148 -2.289 2.031
N -1.846 -1.066 1.999
C -1.384 -0.283 3.097
C -2.427 0.691 3.687
N -2.849 1.613 2.684
C -2.689 2.865 2.760
N -2.230 3.639 3.850
C -2.847 3.473 5.144
C -2.020 5.002 3.392
C -2.220 4.928 1.875
N -2.969 3.702 1.710
C -3.056 3.157 0.381
H -3.365 -3.554 4.778
H -3.171 -1.858 4.333
H -1.839 -2.716 5.131
H -3.598 -4.731 2.903
H -1.915 -5.298 3.037
H -3.222 -4.914 0.565
H -1.461 -4.784 0.748
H -3.170 -2.748 -1.055
H -1.398 -2.750 -0.865
H -2.341 -1.346 -0.352
H -0.586 0.348 2.696
H -0.967 -0.889 3.918
H -1.939 1.169 4.553
H -3.312 0.139 4.033
H -2.089 3.307 5.918
H -3.524 2.620 5.130
H -3.433 4.361 5.423
H -1.014 5.339 3.662
H -2.751 5.682 3.856
H -1.256 4.879 1.348
H -2.790 5.773 1.479
H -2.066 3.008 -0.057
H -3.621 3.837 -0.255
H -3.548 2.193 0.441
O -4.940 0.092 -0.878
C -5.103 0.318 -2.191
C -6.367 0.175 -2.764
C -6.552 0.373 -4.119
C -5.483 0.743 -4.921
C -4.232 0.915 -4.360
C -4.018 0.697 -3.005
C -2.674 0.877 -2.402
O -2.499 0.589 -1.155
N -1.785 1.337 -3.231
N -0.520 1.511 -2.724
C 0.290 2.168 -3.444
S 1.929 2.452 -2.941
C 2.403 2.446 -4.886
C 1.415 3.352 -5.543
S -0.243 2.759 -5.056
H -3.930 0.242 -0.745
H -7.197 -0.092 -2.123
H -7.537 0.247 -4.555
H -5.634 0.899 -5.982
H -3.386 1.226 -4.953
H 2.371 1.439 -5.306
H 3.422 2.834 -4.934
H 1.426 3.344 -6.640
H 1.527 4.380 -5.189
C 2.761 -5.613 1.309
C 1.672 -4.899 2.103
C 1.748 -3.390 1.839
C 2.186 -3.081 0.396
C 1.684 -4.212 -0.498
C 2.456 -5.500 -0.189
P 1.506 -1.385 -0.121
C 1.934 -1.221 -1.940
C 0.687 -1.599 -2.744
C 0.844 -1.207 -4.209
C 2.196 -1.646 -4.794
C 2.936 -2.588 -3.852
C 3.197 -1.903 -2.508
C 2.759 -0.228 0.642
C 4.260 -0.530 0.486
C 4.888 -1.007 1.791
C 4.817 0.092 2.853
C 3.463 0.817 2.820
C 2.395 -0.007 2.115
H 2.841 -6.661 1.612
H 3.722 -5.140 1.526
H 1.790 -5.095 3.171
H 0.697 -5.292 1.809
H 2.463 -2.959 2.543
H 0.774 -2.932 2.036
H 3.281 -3.058 0.340
H 1.803 -3.970 -1.551
H 0.617 -4.355 -0.315
H 3.393 -5.505 -0.751
H 1.875 -6.365 -0.519
H 2.041 -0.133 -2.043
H -0.166 -1.055 -2.336
H 0.471 -2.669 -2.662
H 0.754 -0.125 -4.279
H 0.018 -1.638 -4.780
H 2.826 -0.771 -4.958
H 2.051 -2.136 -5.762
H 3.895 -2.875 -4.300
H 2.356 -3.506 -3.719
H 3.966 -1.144 -2.664
H 3.603 -2.649 -1.821
H 2.548 0.709 0.105
H 4.761 0.391 0.185
H 4.439 -1.264 -0.300
H 5.933 -1.287 1.624
H 4.368 -1.898 2.148
H 5.609 0.821 2.673
H 4.996 -0.349 3.840
H 3.571 1.753 2.276
H 3.144 1.051 3.839
H 1.441 0.520 2.161
H 2.269 -0.953 2.644
Cl -0.546 4.723 -1.707
C 0.843 4.910 -0.662
C 0.949 6.104 0.001
C 2.014 6.357 0.862
C 2.995 5.376 0.983
C 2.866 4.195 0.310
Cl 4.219 3.105 0.392
C 1.749 3.777 -0.516
N 1.654 2.595 -1.022
H 0.192 6.868 -0.150
H 2.106 7.301 1.382
H 3.877 5.553 1.588
*
```

***

| no. | DFT total energy (Ha) | maximum force (eV/Å) |
| --- | --- | --- |
| 1 | -386.9755 | 4.58 |
| 2 | -1020.3504 | 2.36 |
| 3 | -347.6573 | 5.49 |
| 4 | -932.1528 | 1.16 |
| 5 | -4555.9562 | 1.09 |
| 6 | -21521.4128 | 0.86 |
| 7 | -642.6119 | 3.60 |
| 8 | -5095.5320 | 2.72 |